The following is a DFT calculation (ωB97M-V with the def2-TZVPD basis set) of 2 unconnected molecules or ions with the total composition C4H2NO3.

```
10
Properties=species:S:1:pos:R:3:forces:R:3:nbo_charge:R:1
C 0.512293 -0.463562 0.682465 1.275 1.851 1.071 -0.7114
C -1.774562 0.631946 -0.437403 0.627 0.706 0.053 0.0886
C -0.076086 -1.443300 0.160738 -0.981 -4.594 -3.733 0.6447
C 1.508046 0.616620 -0.202057 -1.626 -0.625 2.077 0.8607
N -2.792354 0.313892 -0.051516 -1.849 -0.468 0.310 -0.4171
O -0.456318 -2.364131 -0.543426 0.565 2.479 2.254 -0.5659
O 2.462400 0.862601 0.486720 1.748 0.224 0.214 -0.6888
O 0.978682 1.098646 -1.182599 -0.353 0.206 -1.478 -0.7294
H 0.416045 -0.211775 1.725259 0.094 0.018 0.011 0.2509
H -0.778148 0.959065 -0.638184 0.499 0.204 -0.779 0.2677
```
Forces are in eV/Å.

Relative energy (zero: lowest compared OMol25 entry of this formula, charge and spin) = 120.91 kJ/mol
E_LUMO = 4.016 eV
Net charge = -1
Energy = -11812.969 eV
E_HOMO = -4.9 eV

***

The following is a DFT calculation (ωB97M-V with the def2-TZVPD basis set) of a molecular structure, C4H2NiO2.

```
9
Properties=species:S:1:pos:R:3:forces:R:3:mulliken_spin:R:1
H 1.625544 0.421906 -2.112650 -0.031 0.079 0.274 0.0101
C 0.929999 0.418200 -1.278101 -0.934 1.108 -2.389 0.1795
C 0.774611 -0.084932 -0.019806 -0.364 0.240 3.821 0.2946
O -0.255200 1.049897 -1.316675 2.177 0.029 -2.791 0.2463
O -0.514513 0.656707 0.035972 0.300 -1.489 2.716 0.0204
Ni -2.407174 0.032892 0.585631 -0.113 -0.183 0.204 1.8198
C 1.303635 -1.554289 0.897588 -0.284 0.100 0.117 -0.0008
C 1.562134 -0.365450 1.226189 -0.767 -0.093 -1.879 0.4229
H 1.099131 -2.613949 0.820361 0.016 0.211 -0.073 0.0072
```
Forces are in eV/Å.

Relative energy (zero: lowest compared OMol25 entry of this formula, charge and spin) = 464.11 kJ/mol
Spin multiplicity = 4
E_LUMO (alpha / beta) = -6.090 / -8.249 eV
Net charge = +1
Energy = -49297.700 eV
E_HOMO (alpha / beta) = -10.2 / -12.2 eV

***

The following is a DFT calculation (ωB97M-V with the def2-TZVPD basis set) of a single C4H2O molecule.

```
7
Properties=species:S:1:pos:R:3:forces:R:3:nbo_charge:R:1
C 2.094968 -0.533455 0.072912 -1.777 0.918 -0.159 -0.0696
C 0.930235 -0.153377 -0.002398 2.022 -0.493 0.226 -0.1600
C -1.603992 0.448408 -0.034599 -0.033 -0.080 -0.633 0.2579
C -0.220345 0.405454 0.110872 -3.243 0.994 0.124 0.0814
O -1.906470 -0.744426 0.145541 -0.545 0.241 0.121 -0.5159
H 3.100108 -0.676206 -0.017486 1.940 -0.773 -0.168 0.2239
H -2.394501 1.253602 -0.274841 1.636 -0.808 0.489 0.1823
```
Forces are in eV/Å.

Relative energy (zero: lowest compared OMol25 entry of this formula, charge and spin) = 320.56 kJ/mol
E_LUMO (alpha / beta) = -1.583 / -1.575 eV
Net charge = 0
Energy = -6221.537 eV
E_HOMO (alpha / beta) = -8.3 / -8.3 eV

***

The following is a DFT calculation (ωB97M-V with the def2-TZVPD basis set) of 2 unconnected molecules or ions with the total composition C4H2O2.

```
8
Properties=species:S:1:pos:R:3:forces:R:3:nbo_charge:R:1
C 3.350390 1.071492 0.904585 -5.051 -5.641 1.281 -0.2860
C 4.002465 2.017110 0.671288 3.790 5.245 -1.270 -0.0803
C -0.998710 0.245463 -0.364092 -0.920 2.127 -0.469 0.6546
C 1.066526 0.078031 0.873986 1.167 -0.075 0.900 0.3724
O -1.546231 -0.796264 -0.274531 1.122 1.287 0.065 -0.4445
O 0.399435 0.556753 -0.102517 0.266 -1.420 0.523 -0.5087
H -1.280532 1.330211 -0.686928 -0.659 -2.122 0.185 0.1630
H 0.478025 -0.487007 1.691760 0.284 0.600 -1.215 0.1295
```
Forces are in eV/Å.

Relative energy (zero: lowest compared OMol25 entry of this formula, charge and spin) = 902.34 kJ/mol
E_LUMO (alpha / beta) = -1.261 / -1.672 eV
Net charge = 0
Energy = -8263.176 eV
E_HOMO (alpha / beta) = -9.7 / -9.0 eV

***

The following is a DFT calculation (ωB97M-V with the def2-TZVPD basis set) of a molecular structure, C4H2O2.

```
8
Properties=species:S:1:pos:R:3:forces:R:3:nbo_charge:R:1
C 1.119644 -0.542990 0.999056 -2.463 -2.495 -1.771 0.0596
C -0.930047 0.380396 -0.885484 0.005 1.411 0.516 0.2965
C 0.269536 0.668859 -0.369980 1.396 -2.463 1.361 0.0596
C 0.311738 -0.822964 -0.066798 -0.138 2.239 -1.342 0.2036
O 1.218947 0.791683 0.694734 1.070 3.712 1.090 -0.4393
O -0.825490 -1.037454 -0.861372 -1.609 -2.006 -0.118 -0.4817
H 1.440039 -1.140606 1.851704 0.323 0.940 -0.099 0.2320
H -2.604366 1.703077 -1.361860 1.415 -1.337 0.362 0.0697
```
Forces are in eV/Å.

Relative energy (zero: lowest compared OMol25 entry of this formula, charge and spin) = 977.97 kJ/mol
E_LUMO (alpha / beta) = -1.666 / -0.866 eV
Net charge = 0
Energy = -8262.392 eV
E_HOMO (alpha / beta) = -9.2 / -9.2 eV

***

The following is a DFT calculation (ωB97M-V with the def2-TZVPD basis set) of 2 unconnected molecules or ions with the total composition C4H2O2P.

```
9
Properties=species:S:1:pos:R:3:forces:R:3:nbo_charge:R:1
C -2.654535 1.636032 -0.213754 -0.028 0.429 -0.053 -0.1053
C 0.905499 -0.125019 0.284345 0.183 1.117 0.302 -0.3301
C -3.587880 0.842239 -0.028275 -1.447 -1.179 -0.090 -1.0048
C 0.075901 0.551542 -0.290089 0.137 -0.873 -2.059 -0.1835
O -5.169974 -1.074870 1.219667 0.906 0.332 0.753 -1.0606
O -5.843931 -0.461241 -1.072638 0.283 0.802 -1.214 -1.0592
P -4.899089 -0.259820 0.026939 -0.060 -0.234 0.574 2.2441
H -0.562175 0.897899 -1.155700 0.810 -0.286 2.104 0.2766
H 1.759618 -0.418867 0.884357 -0.783 -0.108 -0.316 0.2228
```
Forces are in eV/Å.

Relative energy (zero: lowest compared OMol25 entry of this formula, charge and spin) = 160.18 kJ/mol
E_LUMO = 3.771 eV
Net charge = -1
Energy = -17561.600 eV
E_HOMO = -5.5 eV

***

The following is a DFT calculation (ωB97M-V with the def2-TZVPD basis set) of a molecular structure, C4H2O3.

```
9
Properties=species:S:1:pos:R:3:forces:R:3:nbo_charge:R:1
C 0.792343 0.028003 0.743284 -2.639 -0.350 0.690 0.0524
C -0.569622 0.162483 0.763543 2.927 -0.233 0.376 0.3409
C 0.759631 -0.318288 -0.620427 7.087 -0.324 -7.669 0.4582
C -0.769223 -0.320049 -0.670538 -1.130 -0.160 -0.595 -0.4498
O 1.839300 -0.429128 -1.871022 -6.353 0.694 7.274 -0.6146
O 0.902030 0.795794 1.919704 1.718 0.230 0.119 -0.1403
O -0.514594 0.954147 1.889148 -1.657 0.193 -0.154 -0.1402
H -1.258621 -1.282513 -0.786748 -0.081 0.007 0.041 0.2437
H -1.181244 0.409551 -1.366944 0.129 -0.057 -0.082 0.2498
```
Forces are in eV/Å.

Relative energy (zero: lowest compared OMol25 entry of this formula, charge and spin) = 1077.51 kJ/mol
E_LUMO (alpha / beta) = -1.184 / -1.181 eV
Net charge = 0
Energy = -10311.216 eV
E_HOMO (alpha / beta) = -9.5 / -9.5 eV